C10H24BN2O5PSSi | the ωB97M-V functional and the def2-TZVPD basis

XYZ file:
```
45
Properties=species:S:1:pos:R:3:forces:R:3
O 1.394486 -0.810385 -1.862242 0.0 0.0 0.2
P 1.093973 -1.150276 -0.454426 -0.3 0.2 -0.3
O 2.233986 -0.780756 0.597446 -0.1 -0.2 0.0
O -0.077005 -0.290283 0.198326 0.2 -0.4 0.2
C 0.670161 -2.870135 -0.253463 0.2 -0.1 0.3
Si 1.867879 -4.179109 -0.935860 -0.1 0.0 -0.1
S 0.684475 -5.921459 -1.340090 -0.1 -0.1 0.1
C 2.845759 -3.646590 -2.412299 0.2 -0.1 -0.1
B 1.979454 -3.230176 -3.667501 -0.3 0.0 0.0
O 2.545553 -3.241563 -4.923176 0.6 0.0 0.4
O 0.652125 -2.867861 -3.500241 0.1 0.2 -0.5
H 3.111262 -1.033005 0.286169 0.0 0.1 0.0
H -0.928017 -0.360602 -0.255673 -0.1 0.3 -0.1
H 0.549999 -3.089385 0.812135 -0.1 0.1 -0.1
H -0.296320 -3.011321 -0.746397 0.1 0.0 0.0
H 2.782224 -4.596345 0.152035 0.0 0.1 0.1
H -0.393053 -5.222935 -1.726971 0.1 0.0 -0.1
H 3.566426 -4.435037 -2.655943 0.0 0.1 0.0
H 3.449593 -2.758156 -2.173824 0.0 -0.1 0.0
H 2.508976 -2.400478 -5.385735 -0.5 -0.2 -0.3
H 0.581227 -1.995095 -3.079514 0.1 0.0 0.3
C 0.893812 2.667922 0.554118 0.0 0.1 0.0
C -0.352893 3.481763 0.247312 0.0 -0.1 0.0
C -0.097489 4.721716 -0.611818 0.0 0.0 0.0
C 0.740529 5.707627 0.073605 0.1 0.0 -0.1
N 1.399656 6.479073 0.610891 0.0 0.0 0.0
H 1.643193 3.213036 1.130168 -0.1 0.1 0.0
H 0.589101 1.789027 1.116135 0.2 0.0 0.1
H 1.347458 2.325046 -0.378556 0.1 0.0 0.1
H -0.839816 3.786115 1.177878 0.0 0.0 0.0
H -1.039655 2.818629 -0.279406 -0.1 0.2 0.0
H -1.035970 5.207933 -0.882751 0.0 0.0 0.0
H 0.398419 4.440654 -1.543498 0.0 0.0 0.0
C -1.936983 0.206903 3.445318 0.0 0.0 0.0
C -2.856249 1.415117 3.330646 0.0 0.0 0.0
C -3.884552 1.272279 2.200469 0.1 0.1 0.1
C -3.237395 1.182063 0.891749 -0.1 -0.1 -0.1
N -2.726388 1.103395 -0.133461 0.0 -0.2 0.0
H -1.344287 0.073139 2.538573 0.0 0.0 0.0
H -1.244276 0.326669 4.277660 0.0 0.0 0.0
H -2.510364 -0.706830 3.616015 0.0 0.0 0.0
H -2.266291 2.318347 3.162571 0.0 0.0 0.0
H -3.405577 1.564601 4.261391 0.0 0.0 0.0
H -4.567420 2.122726 2.182955 0.0 0.0 0.0
H -4.489727 0.374002 2.339281 0.0 0.0 0.0
```
Forces are in eV/Å.

For the HOMO energy, the calculation gives -0.351 hartree. The calculation puts the strongest force on any atom at 0.725 eV Å⁻¹. The calculation puts the LUMO energy at 0.0097 Ha. The multiplicity is 1. As for the electronic energy: -52661.7800 eV. As for the SMILES: O=P(O)(O)C[Si@@H](S)CB(O)O.CCCC#N.CCCC#N.